Here is a cluster of 2 separate species, CH4N2O2 in total at a distorted geometry from the OMol25 dataset. Energies are from ωB97M-V/def2-TZVPD.

The value obtained for the highest occupied orbital energy is -10.79 eV. Its HOMO-LUMO gap is 0.43216 hartree. The SMILES is N#[N+][O-].CO. As for the total charge: 0.

Each atom is followed by the atoms it is bonded to, with distances in Å.
Element x y z (Å)
1 O 0.08 -1.64 -1.58  N4 1.176
2 O -0.16 1.14 -0.45  C5 1.452, H9 0.938
3 N 1.92 -1.03 -0.39  N4 1.107
4 N 1.04 -1.25 -1.01  O1 1.176, N3 1.107
5 C -0.66 0.40 0.69  O2 1.452, H6 1.138, H7 1.167, H8 1.048
6 H -1.57 0.82 1.23  C5 1.138
7 H 0.17 0.06 1.43  C5 1.167
8 H -0.95 -0.50 0.24  C5 1.048
9 H 0.14 1.98 -0.15  O2 0.938